Entry 1:
Below is C47H56As3F3NO6PPb as an isolated structure, with properties calculated with the ωB97M-V functional and the def2-TZVPD basis.

Summary:
Electronic energy: -9871.255340 hartree
Charge: +2

The geometry in XYZ format:
```
118
Properties=species:S:1:pos:R:3:mulliken_charge:R:1
Pb 0.134 0.073 -0.056 1.381
C -3.160 -1.068 2.048 -1.103
As -2.577 -0.098 0.489 0.937
C -3.573 -1.001 -0.897 -0.904
C -3.528 1.587 0.834 -2.229
C -3.438 2.824 -0.069 1.898
C -4.473 3.824 0.480 -2.301
C -2.074 3.507 0.043 -1.938
As -0.555 2.704 -0.879 1.209
C 0.818 3.948 -0.302 -1.208
C -0.707 3.228 -2.735 -1.264
C -3.763 2.482 -1.532 -0.013
As -5.597 1.804 -1.876 0.233
C -6.495 3.482 -2.312 -1.157
C -5.239 1.261 -3.720 -1.081
H -4.249 -1.091 2.019 0.728
H -2.819 -0.563 2.949 0.370
H -2.763 -2.079 2.012 0.107
H -4.611 -0.684 -0.804 0.429
H -3.491 -2.075 -0.735 0.563
H -3.194 -0.745 -1.879 -0.154
H -3.259 1.843 1.861 0.780
H -4.558 1.219 0.830 0.838
H -4.217 4.138 1.495 0.474
H -5.468 3.377 0.508 0.473
H -4.514 4.712 -0.153 0.466
H -1.768 3.577 1.090 0.610
H -2.122 4.521 -0.360 0.793
H 0.590 4.934 -0.705 0.538
H 1.790 3.623 -0.668 0.374
H 0.852 4.012 0.785 0.332
H -1.085 4.248 -2.777 0.441
H -1.367 2.557 -3.276 0.202
H 0.286 3.189 -3.179 0.553
H -3.077 1.707 -1.893 -1.338
H -3.618 3.369 -2.156 1.175
H -6.811 4.011 -1.416 0.369
H -7.381 3.237 -2.896 0.441
H -5.848 4.126 -2.909 0.352
H -4.610 0.370 -3.753 0.166
H -4.752 2.069 -4.268 0.371
H -6.185 1.030 -4.206 0.455
O -1.103 0.078 -2.291 -0.353
C -0.898 -0.584 -3.319 -0.361
C 0.123 -1.550 -3.521 0.467
C 0.118 -2.238 -4.749 -0.626
C 1.044 -3.204 -4.985 -0.748
C 1.993 -3.546 -4.014 -0.564
C 2.004 -2.895 -2.808 -0.659
C 1.091 -1.859 -2.533 -0.034
O 1.217 -1.217 -1.395 0.274
N 1.039 -3.907 -6.278 1.034
O 0.160 -3.622 -7.063 -0.606
O 1.914 -4.723 -6.466 -0.599
H -1.585 -0.443 -4.168 0.338
H -0.618 -2.009 -5.510 0.646
H 2.701 -4.331 -4.239 0.579
H 2.726 -3.143 -2.040 0.352
C 1.336 0.655 3.788 -0.892
C -0.088 1.054 3.499 0.321
O -0.242 1.572 2.150 -0.469
H 1.415 0.299 4.816 0.427
H 2.013 1.507 3.673 0.396
H 1.669 -0.141 3.121 -0.049
H -0.428 1.817 4.199 0.427
H -0.756 0.196 3.566 -0.253
H 0.519 2.151 2.000 0.117
F 8.769 2.900 2.962 -0.243
C 8.466 3.138 1.678 0.806
F 9.409 2.568 0.923 -0.274
F 8.535 4.463 1.494 -0.242
C 7.087 2.620 1.352 0.264
C 6.008 3.145 2.053 -1.185
C 4.733 2.679 1.796 -0.320
C 4.536 1.682 0.837 -0.225
C 5.622 1.174 0.127 -0.604
C 6.900 1.644 0.388 -0.704
C 3.214 1.173 0.596 1.106
C 2.096 0.759 0.399 -1.047
H 6.171 3.915 2.796 0.400
H 3.887 3.084 2.336 0.398
H 5.464 0.413 -0.625 0.552
H 7.747 1.253 -0.156 0.495
O -0.226 -1.703 1.390 1.401
P 0.175 -2.997 2.118 0.648
C 1.762 -3.645 1.615 0.055
C 2.130 -4.926 2.034 -0.670
C 3.374 -5.430 1.697 -0.824
C 4.255 -4.657 0.947 -0.748
C 3.892 -3.384 0.533 -0.641
C 2.644 -2.873 0.863 -0.311
C 0.244 -2.791 3.898 0.375
C -0.941 -2.561 4.606 -0.409
C -0.900 -2.318 5.969 -1.034
C 0.322 -2.314 6.635 -0.686
C 1.498 -2.561 5.942 -0.792
C 1.464 -2.795 4.573 -0.611
C -1.076 -4.226 1.757 0.520
C -1.457 -5.198 2.681 -0.416
C -2.413 -6.142 2.332 -0.787
C -2.983 -6.119 1.067 -0.630
C -2.603 -5.154 0.141 -0.717
C -1.652 -4.207 0.484 -0.429
H 1.445 -5.528 2.621 0.441
H 3.661 -6.422 2.017 0.453
H 5.228 -5.053 0.686 0.420
H 4.587 -2.784 -0.042 0.543
H 2.365 -1.885 0.535 0.466
H -1.893 -2.596 4.092 0.616
H -1.818 -2.149 6.518 0.484
H 0.353 -2.132 7.702 0.421
H 2.444 -2.577 6.467 0.463
H 2.384 -2.986 4.035 0.380
H -1.019 -5.210 3.672 0.448
H -2.712 -6.897 3.047 0.461
H -3.723 -6.861 0.797 0.422
H -3.042 -5.152 -0.849 0.489
H -1.344 -3.450 -0.231 0.490
```

Entry 2:
Below is C47H56Cl3MoN6O6P as an isolated structure, with properties calculated with the ωB97M-V functional and the def2-TZVPD basis.

Summary:
Electronic energy: -4394.304371 hartree
Charge: +2

The geometry in XYZ format:
```
120
Properties=species:S:1:pos:R:3:mulliken_charge:R:1
Mo -0.509 1.398 -1.338 -1.626
C -0.537 -1.478 -3.179 -0.384
N -0.847 -0.046 -2.965 1.192
C -1.660 0.451 -3.870 0.551
C -1.835 1.826 -3.926 -1.061
C -2.392 2.735 -4.835 -0.833
C -1.979 3.997 -4.419 -1.036
C -1.203 3.819 -3.270 -0.393
N -1.119 2.515 -2.969 1.090
C -1.738 -2.398 -3.131 0.133
C -2.143 -3.073 -4.276 -0.295
C -3.198 -3.973 -4.229 -0.791
C -3.862 -4.201 -3.034 -0.568
C -3.486 -3.505 -1.893 -1.069
C -2.433 -2.608 -1.944 0.537
H 0.197 -1.810 -2.453 -0.621
H -0.072 -1.571 -4.163 0.617
H -2.123 -0.203 -4.604 0.559
H -2.991 2.484 -5.694 0.563
H -2.179 4.940 -4.897 0.500
H -0.722 4.576 -2.668 0.515
H -1.613 -2.922 -5.211 0.464
H -3.486 -4.510 -5.123 0.414
H -4.668 -4.921 -2.992 0.426
H -4.010 -3.676 -0.961 0.469
H -2.131 -2.066 -1.058 0.539
C -7.843 2.288 2.210 -1.500
C -6.621 2.247 1.349 0.540
C -6.286 1.108 0.625 -1.065
C -5.134 1.033 -0.135 1.198
C -4.903 -0.232 -0.913 -1.095
C -4.255 2.156 -0.169 -0.298
C -4.674 3.378 0.431 1.001
C -4.009 4.711 0.217 -1.507
C -5.819 3.374 1.206 -0.993
C -2.900 1.970 -0.659 0.977
O -1.998 2.894 -0.699 -0.543
O -2.430 0.821 -0.979 0.334
H -8.271 1.298 2.346 0.398
H -8.599 2.927 1.748 0.339
H -7.617 2.723 3.184 0.380
H -6.955 0.257 0.649 0.400
H -5.818 -0.822 -0.936 0.549
H -4.119 -0.840 -0.468 -0.064
H -4.608 -0.014 -1.939 0.202
H -2.990 4.629 -0.130 -0.098
H -4.037 5.310 1.127 0.461
H -4.572 5.253 -0.547 0.402
H -6.119 4.291 1.701 0.500
C -2.305 0.421 2.853 -0.922
O -1.546 0.585 1.634 0.085
P -0.682 1.851 1.233 1.767
O 0.594 1.898 2.192 -0.591
C 1.740 1.049 2.100 -0.288
O -1.532 2.976 1.935 -0.243
C -1.158 4.334 2.221 -0.781
H -1.914 1.039 3.658 0.335
H -2.233 -0.630 3.124 0.318
H -3.343 0.683 2.655 0.204
H 2.465 1.430 2.814 0.525
H 2.172 1.070 1.096 -0.117
H 1.470 0.031 2.382 0.209
H -1.892 4.699 2.933 0.267
H -1.200 4.933 1.314 0.307
H -0.163 4.378 2.661 0.333
C 4.888 -0.750 0.288 -1.459
C 5.297 -2.225 0.166 2.003
C 5.956 -2.393 -1.217 -1.888
C 6.351 -2.543 1.237 -1.756
C 4.092 -3.221 0.308 2.481
O 4.485 -4.514 -0.146 -0.736
C 3.540 -3.425 1.736 -1.906
C 3.168 -2.205 2.592 1.752
C 2.409 -2.644 3.822 -0.879
C 3.095 -2.996 4.979 -0.322
C 2.420 -3.442 6.104 -0.918
C 1.037 -3.530 6.081 0.284
Cl 0.183 -4.073 7.479 -0.198
C 0.335 -3.185 4.937 -1.154
C 1.021 -2.745 3.816 0.391
C 2.967 -2.936 -0.731 -3.010
N 1.878 -2.031 -0.405 1.457
C 1.632 -0.837 -0.920 -0.978
N 0.435 -0.410 -0.507 2.887
C -0.011 -1.437 0.283 -2.089
N 0.839 -2.419 0.357 -0.858
H 5.775 -0.137 0.124 0.747
H 4.489 -0.500 1.270 0.133
H 4.158 -0.476 -0.476 0.007
H 6.952 -1.953 -1.199 0.496
H 5.386 -1.887 -1.999 0.301
H 6.049 -3.442 -1.487 0.388
H 7.175 -1.835 1.154 0.495
H 6.767 -3.543 1.103 0.430
H 5.951 -2.466 2.247 0.295
H 5.189 -4.851 0.419 0.582
H 4.281 -4.008 2.288 0.820
H 2.660 -4.064 1.637 0.256
H 4.069 -1.680 2.911 0.944
H 2.563 -1.517 2.005 -1.864
H 4.176 -2.921 5.007 0.451
H 2.966 -3.710 6.998 0.445
H -0.744 -3.268 4.927 0.439
H 0.473 -2.504 2.915 0.323
H 2.517 -3.910 -0.917 0.512
H 3.423 -2.586 -1.655 0.388
H 2.274 -0.318 -1.609 -0.630
H -0.949 -1.434 0.806 1.024
Cl 1.339 4.543 -0.105 -0.137
C 2.556 3.888 -1.127 1.012
C 3.742 4.558 -1.331 -0.645
C 4.702 4.004 -2.165 -0.527
C 4.476 2.801 -2.815 -0.632
C 3.284 2.136 -2.630 0.803
Cl 2.964 0.670 -3.478 -0.126
C 2.285 2.645 -1.771 -0.899
N 1.096 2.020 -1.590 -0.250
H 3.918 5.510 -0.851 0.523
H 5.638 4.523 -2.316 0.450
H 5.228 2.384 -3.470 0.523
```

Number 1: frontier orbital gap 0.2324 Eh. Number 2: frontier orbital gap 0.2013 Eh.